{
  "formula": "C2H6BrIO2Si",
  "method": "ωB97M-V with the def2-TZVPD basis set",
  "species": ["H", "H", "Si", "C", "I", "Br", "O", "C", "O", "H", "H", "H", "H"],
  "coordinates": [[1.2112, 1.3242, 2.0976], [0.1532, -1.3936, -2.9562], [-0.5380, -0.9058, 0.4076], [-0.1190, -0.6345, -2.2656], [-2.4248, -2.2502, 1.2228], [3.2996, -0.0864, 0.0744], [-0.5930, -1.2978, -1.1500], [0.1996, 1.3454, 1.9631], [-0.3111, 0.5491, 0.8699], [-0.1106, 2.2811, 1.5307], [-0.3583, 1.1251, 2.9139], [0.6654, 0.0598, -2.0992], [-1.0742, -0.1164, -2.6091]],
  "forces_ev_per_a": [[2.7543, -0.6474, -0.1263], [0.4122, -0.3752, -0.8106], [-0.6468, -1.4521, -1.4731], [-2.3660, 1.1939, -1.6500], [1.0321, 0.4566, 0.1513], [-1.0982, -0.2782, 0.1602], [0.1297, -0.6770, 3.1696], [-3.8714, 0.6307, -0.0161], [0.5646, -0.2255, 0.6847], [0.2400, 0.9504, 0.8503], [0.4926, 0.1147, -1.0292], [0.8142, 0.5431, 0.3961], [1.5427, -0.2339, -0.3070]],
  "e_above_lowest_kj_mol": 322.2,
  "multiplicity": 1,
  "orbital_gap_ev": [5.1, 5.1],
  "homo_energy_ev": [-7.853, -7.853],
  "max_force_ev_per_a": 3.9,
  "total_energy_ev": -92287.110
}

{
  "formula": "C5H13NSi",
  "method": "ωB97M-V with the def2-TZVPD basis set",
  "species": ["H", "N", "H", "C", "H", "H", "H", "C", "Si", "H", "H", "H", "H", "H", "H", "C", "H", "C", "H", "C"],
  "coordinates": [[-1.7043, -2.6810, 0.3248], [0.1406, 1.5006, 0.2089], [0.0737, 0.8066, -1.7280], [-2.7873, -2.4201, 0.0843], [0.8189, -1.4752, -1.0951], [1.5513, 1.9641, -1.3025], [-0.3358, 2.2560, 2.1608], [1.3016, -1.2514, -0.1710], [0.1580, -0.1256, 0.9103], [3.1566, -2.1145, -0.7765], [-2.6759, -1.3407, -0.2426], [-0.6826, 3.3389, 0.7118], [-3.2241, -2.6565, 1.0722], [-3.0481, -3.2094, -0.6501], [3.1315, -1.4079, 0.8125], [0.0394, 2.6498, 1.1369], [0.9542, 3.2346, 1.2728], [0.4899, 1.7579, -1.1593], [0.0477, 2.7363, -1.4863], [2.5948, -1.5623, -0.0839]],
  "forces_ev_per_a": [[-0.9352, 0.2275, -0.3832], [0.7621, -1.1320, 1.4418], [1.2117, 2.4124, 0.3766], [2.7018, -0.6440, 0.5874], [-0.3244, -0.5372, -1.0045], [0.2903, -0.6498, -0.1397], [0.6567, 0.7587, -1.6602], [-0.0379, 1.4573, -0.3781], [0.3410, 0.5408, 0.9861], [0.3551, -0.6929, -1.2715], [-1.0333, -1.4069, 0.3343], [-0.3869, 0.2471, 0.1454], [-0.4359, 0.7753, -0.7018], [-0.3037, 1.0411, 0.1417], [0.5657, 0.5666, 1.0098], [-1.0280, -1.1460, 0.6096], [0.2351, -0.4521, 0.0058], [-1.0023, -0.3963, -0.9937], [-0.3297, -1.0528, -0.0810], [-1.3022, 0.0832, 0.9752]],
  "e_above_lowest_kj_mol": 330.5,
  "multiplicity": 1,
  "orbital_gap_ev": 8.0,
  "homo_energy_ev": -7.824,
  "max_force_ev_per_a": 2.8,
  "total_energy_ev": -14760.635
}

{
  "formula": "C20H36InO24Y",
  "method": "ωB97M-V with the def2-TZVPD basis set",
  "species": ["H", "H", "H", "C", "H", "O", "In", "C", "H", "C", "H", "H", "O", "H", "H", "O", "C", "H", "O", "O", "H", "H", "O", "C", "O", "O", "O", "O", "O", "H", "H", "C", "C", "H", "H", "O", "O", "H", "O", "H", "O", "O", "H", "H", "C", "H", "H", "O", "C", "C", "O", "H", "O", "O", "H", "O", "H", "Y", "O", "O", "H", "H", "C", "H", "O", "H", "C", "H", "H", "C", "C", "C", "C", "C", "H", "H", "C", "H", "H", "C", "C", "H"],
  "coordinates": [[-3.6690, 5.2219, -5.7853], [0.4800, -2.8267, 6.6924], [0.6632, 1.0337, -4.1576], [-1.0661, -6.9030, 4.4585], [5.9492, 3.2750, -0.2714], [0.2452, -0.0438, 1.7194], [-0.8118, -5.5665, 8.0021], [-12.1208, -1.9378, -0.0285], [1.6282, -2.1177, 5.4240], [4.3971, 1.6401, -2.8435], [-2.8239, 1.0570, -0.8870], [-2.6461, 2.4061, 0.1493], [-3.5292, -2.3900, -2.5826], [-0.7136, -7.5284, 5.2320], [-1.4022, -0.9667, -0.0541], [0.9087, 0.5923, -1.3503], [-5.1069, -0.0905, -4.9772], [-2.3616, 2.7174, -1.5649], [-3.2242, 1.8255, -4.1234], [-0.6654, 1.5159, -2.6999], [6.0620, 2.5692, 1.4484], [0.6551, 1.8243, 3.8520], [5.4125, -1.6017, -2.1298], [1.2264, -3.0217, 5.9248], [3.1608, 3.9980, 0.7961], [-5.1013, 1.3104, -5.2866], [-5.1469, -2.9188, -0.9157], [2.1116, 2.0724, 0.2460], [-0.8766, -4.6857, 6.0253], [0.6915, 2.4841, 2.0970], [-3.3341, 4.5589, -4.1869], [5.5032, 3.1428, 0.7179], [5.4506, -2.5160, -0.9355], [-0.3606, 3.3318, 3.2280], [5.1238, 4.1076, 1.0741], [4.3048, 2.2015, 0.5190], [1.6883, -2.3198, 0.1013], [-2.0653, -6.5002, 4.7400], [5.0555, 0.3605, -2.9163], [-2.5303, 3.9906, -5.6415], [-0.8173, 1.7548, -0.5098], [0.7788, -3.9044, 4.7846], [5.0643, 2.3838, -2.3439], [4.6530, -3.2672, -0.8882], [-4.1572, 2.0758, -4.8632], [1.1677, 4.5431, 0.4830], [-1.0840, 0.9133, -4.5516], [-0.1752, -5.8097, 4.2753], [3.1306, 2.7039, 0.4988], [-3.4093, 4.3492, -5.2314], [-1.0671, 1.4663, 2.7045], [4.1235, 1.9242, -3.8487], [3.9313, -0.2705, -1.0939], [3.5697, -0.3390, 2.1501], [-2.7523, -1.7322, 0.7728], [1.1487, -5.8846, 7.6691], [1.8240, 4.6127, 2.1872], [2.1691, -0.3305, 0.4084], [-2.0561, -0.2544, 1.8008], [-4.3922, 3.2928, -5.4413], [-1.1516, -7.4570, 3.5518], [6.3379, -3.0507, -1.1839], [4.7483, -0.4815, -1.9706], [-4.7544, -0.6599, -5.8866], [-11.2626, -1.4291, -0.6747], [3.5374, 1.5650, -2.1754], [0.0637, 2.3297, 3.0167], [-1.1402, -2.0208, 1.3363], [-6.1768, -0.3429, -4.8111], [-2.2835, 1.9772, -0.7745], [-0.1025, 1.2837, -1.5027], [-4.4687, -2.6618, -1.8221], [-0.8907, 0.3608, 2.0411], [2.0147, 4.7934, 1.0972], [5.4940, -1.9365, -0.0026], [-0.3652, -0.3589, -3.5056], [-1.7825, -1.3215, 0.9016], [2.2674, 5.7832, 0.8565], [-4.5849, -0.2435, -4.1050], [-0.3064, 0.6498, -3.8375], [-0.1335, -4.7981, 5.0875], [2.1276, -3.5099, 6.2917]],
  "forces_ev_per_a": [[-0.8151, 0.3997, -0.3362], [-0.0197, -0.0863, -0.4369], [0.0259, -0.7452, -0.2298], [-1.8267, 1.3799, 0.6059], [0.1335, -0.3282, 0.3641], [-1.8224, 0.2963, 0.2228], [2.2283, -0.2164, -0.7807], [4.6494, 2.7620, -3.5085], [-0.8280, -0.3819, 0.2910], [0.2477, 0.5109, 1.0462], [0.1791, -0.5250, -0.6956], [0.1620, 0.2117, 0.2638], [-5.0717, -1.2014, 3.0481], [0.5764, -0.7816, 0.8831], [0.1203, 0.0483, 0.0681], [-1.0600, 0.4944, -0.3398], [-1.9304, 0.0134, -2.4766], [-0.3047, -0.4739, -0.2012], [-0.5002, -0.1464, -0.2403], [0.4832, -0.3556, 1.3114], [0.4482, 0.3267, -0.2144], [-0.7538, 1.0941, -1.0837], [-0.4841, -0.3023, 1.3698], [1.2689, 0.0454, -1.6413], [-0.1723, 0.1248, -0.4798], [-1.1466, -1.0732, -0.5319], [-0.1520, 0.2217, -1.2592], [0.4814, 0.3425, 0.5436], [-3.0050, 0.4130, 3.1883], [-0.5289, -0.5816, 0.9184], [0.2147, 0.1973, 0.6422], [-1.3626, -0.6848, -0.0782], [-0.1964, 0.4159, -0.7104], [0.1123, -0.9262, 0.4593], [0.5243, -0.6236, 0.0831], [2.0238, 0.1012, -0.2856], [0.4490, 0.4089, 0.5721], [0.5301, -0.3837, -0.2780], [-0.0323, 0.7511, -0.2121], [2.1324, -0.5765, -0.4440], [-0.9257, -0.0966, 0.2839], [-0.4411, 0.0183, 1.1132], [-0.1934, -0.5968, -0.7861], [-0.2986, 0.7219, -0.3861], [1.1844, 2.4347, -0.2490], [-0.4138, -0.4805, -0.1277], [0.1451, -0.2878, -0.0311], [1.0989, 0.5134, -1.0258], [-0.8824, 1.9016, 0.4653], [-1.4944, -1.1976, 0.4030], [-0.5664, 0.6242, 0.1856], [0.0806, 0.1083, -0.1003], [-0.4590, 0.1098, 0.7313], [-1.1207, -0.5413, -1.1571], [-0.7551, -0.7128, -0.4151], [-1.7614, 0.0602, 0.7709], [-0.1584, 0.6246, -1.0155], [0.7121, -0.3681, 0.6218], [2.3438, 1.1815, 0.1529], [0.1814, -0.0654, 0.4247], [0.2132, -0.1016, -0.6867], [0.8169, -0.3032, 0.4223], [0.3531, -1.1889, -0.5108], [-0.1006, 0.5780, 1.2193], [-4.6472, -2.7623, 3.5080], [-0.1624, -0.0400, -0.4725], [0.8948, -0.4106, -0.4187], [1.1183, -1.0657, 0.5043], [0.7202, 0.1257, -0.1715], [1.1625, 1.2127, 0.7646], [-0.6422, -1.2402, -2.0916], [5.2326, 1.0010, -1.7699], [1.3632, 0.3895, 0.2946], [-0.4984, -1.6978, 1.2113], [0.1235, -0.1841, -0.4731], [0.2987, -0.8283, -0.0265], [-1.4800, 0.0927, -0.9318], [0.5272, 1.3186, 0.1049], [1.5191, -0.6801, 1.7529], [-0.0515, 2.1873, 0.4792], [2.3159, -0.2939, -2.4113], [-0.3305, -0.2256, 0.4269]],
  "e_above_lowest_kj_mol": 0.0,
  "charge": 2,
  "multiplicity": 1,
  "orbital_gap_ev": 3.4,
  "homo_energy_ev": -12.961,
  "max_force_ev_per_a": 6.4,
  "total_energy_ev": -76657.472
}

{
  "formula": "C5H10O2",
  "method": "ωB97M-V with the def2-TZVPD basis set",
  "species": ["C", "O", "C", "H", "H", "O", "H", "C", "H", "H", "H", "H", "H", "C", "C", "H", "H"],
  "coordinates": [[2.1144, -0.2439, -0.8888], [3.1333, 0.3306, -0.4960], [0.5248, 0.5098, 0.4681], [-1.3173, 2.3368, 0.4948], [-0.6632, 0.9235, -1.2180], [-1.7785, 1.4948, 0.4126], [2.0103, -1.3423, -0.7877], [0.5699, -0.4731, 1.3754], [-2.0735, -1.0832, 0.6015], [-2.5665, -0.5667, -1.0089], [1.5531, 0.1150, -1.7771], [0.2759, -1.4890, 1.1665], [0.8629, 1.5054, 0.7374], [-1.7085, -0.7442, -0.3636], [-0.9482, 0.5598, -0.2162], [-1.0778, -1.5069, -0.8115], [1.0888, -0.3265, 2.3114]],
  "forces_ev_per_a": [[2.9366, -0.2293, -1.2494], [-1.5656, -0.5401, -0.3620], [-4.5842, -0.2273, 1.7710], [-0.0432, -0.0442, -0.0503], [-0.7254, 0.0080, -0.1950], [0.1202, 0.0393, 0.5312], [-0.2682, 0.2027, 0.5731], [1.5929, 0.2342, 0.4177], [-0.0032, -0.1102, 0.1110], [-0.0101, -0.0355, -0.0267], [-0.3786, 0.4646, 0.5236], [-0.7658, 0.0256, 0.0680], [0.4018, -0.0549, -0.1776], [0.2462, 0.4523, 0.2077], [2.4619, 0.1911, -2.1130], [0.0358, -0.1168, -0.0502], [0.5491, -0.2594, 0.0209]],
  "e_above_lowest_kj_mol": 425.3,
  "multiplicity": 1,
  "orbital_gap_ev": [9.5, 9.5],
  "homo_energy_ev": [-9.540, -9.540],
  "max_force_ev_per_a": 4.9,
  "total_energy_ev": -9438.635
}

{
  "formula": "C6H9N5O3S",
  "method": "ωB97M-V with the def2-TZVPD basis set",
  "species": ["H", "C", "H", "N", "N", "H", "C", "O", "H", "N", "S", "N", "H", "C", "O", "C", "O", "H", "H", "H", "C", "H", "N", "C"],
  "coordinates": [[2.3179, 1.8885, -1.1274], [-2.0315, 0.2164, -0.1285], [0.1331, -1.7585, 1.2968], [-3.3277, -0.1200, -0.6721], [1.7015, 0.6286, 1.6988], [3.3428, 0.9254, -2.2514], [-3.4196, -1.3915, -0.4539], [-1.7639, 2.7332, -0.1012], [2.4555, -0.0515, 1.4651], [-0.3183, -0.8813, 1.0916], [1.4893, -0.2831, -0.8965], [-2.3071, -1.9469, 0.1370], [1.2711, 0.3511, 2.5519], [0.5077, 0.1946, 0.6281], [0.4372, -0.2111, -1.8845], [2.9679, 0.9259, -1.2465], [2.0207, -1.6259, -0.6677], [-4.2525, -1.8484, -0.9128], [3.6228, 0.5843, -0.4364], [0.4344, 2.3241, 0.4561], [-1.4300, 1.5873, -0.0324], [-2.2391, -2.7435, 0.6980], [-0.1486, 1.3986, 0.4033], [-1.4636, -0.8963, 0.3848]],
  "forces_ev_per_a": [[1.9264, -1.2626, 0.2652], [-3.0847, 1.5217, -1.2693], [0.3991, 0.0242, -0.2411], [2.3887, 0.3124, 0.9775], [-1.4913, -1.7873, -3.4475], [0.0261, -0.7063, -0.4044], [-0.3046, 1.2741, -0.7429], [-1.8782, 0.6905, -0.9615], [-0.5808, 0.4653, 0.7833], [1.8411, 0.4187, 0.1721], [0.0281, -1.8912, -1.7429], [0.5404, 1.3326, 0.0018], [-0.0535, -0.2317, 1.1455], [4.4581, 1.7977, 3.0441], [0.5606, 0.6057, -0.5115], [-3.8347, 0.5179, 1.7712], [0.3336, 0.8830, 0.4633], [-0.5448, -1.4037, 0.1948], [0.1661, 0.9160, -0.4218], [-1.4734, -2.6582, 0.1400], [0.6373, -1.8578, 0.8284], [-0.2893, -1.5995, 0.4543], [2.1986, 2.1827, 0.3844], [-1.9691, 0.4556, -0.8830]],
  "e_above_lowest_kj_mol": 295.6,
  "multiplicity": 1,
  "orbital_gap_ev": 8.8,
  "homo_energy_ev": -8.496,
  "max_force_ev_per_a": 5.7,
  "total_energy_ev": -30793.984
}